Entry 1:
The following is a quantum chemistry calculation of a 2-piece molecular cluster, C4H12 overall at a distorted geometry, from the OMol25 dataset.

```
! wB97M-V def2-TZVPD RIJCOSX def2/J DEFGRID3
* xyz 0 1
C -0.92 -1.03 0.25
C -1.83 -2.05 -0.43
H -0.96 -0.09 -0.27
H -1.17 -0.85 1.27
H 0.16 -1.38 0.23
H -1.81 -3.00 0.12
H -1.62 -2.24 -1.44
H -2.88 -1.71 -0.39
C 1.67 1.44 -0.62
C 1.13 1.63 0.80
H 2.75 1.35 -0.76
H 1.19 0.62 -1.03
H 1.38 2.33 -1.23
H 0.93 0.70 1.31
H 0.09 2.06 0.64
H 1.67 2.26 1.51
*
```

Results
**Energy relative to the best compared isomer or geometry (same formula, charge and spin)**: 0.342 eV
**HOMO energy**: -11.493 eV
**E_tot**: -159.572412 Ha

Löwdin atomic charge list, values in e, 5 entries: -0.184 -0.164 0.042 0.054 0.089

---

Entry 2:
The following is a quantum chemistry calculation of a 2-piece molecular cluster, C4H12 overall at a distorted geometry, from the OMol25 dataset.

```
! wB97M-V def2-TZVPD RIJCOSX def2/J DEFGRID3
* xyz 0 1
C 0.61 1.18 1.02
C 1.43 1.75 2.23
H 0.81 1.72 0.12
H 0.89 0.14 0.98
H -0.46 1.41 1.12
H 1.14 1.12 3.11
H 1.26 2.76 2.32
H 2.51 1.63 2.05
C -0.80 -0.98 -2.14
C -1.20 -1.94 -1.09
H -1.03 -0.02 -1.91
H 0.25 -0.96 -2.46
H -1.32 -1.25 -3.08
H -0.65 -1.81 -0.17
H -2.24 -1.72 -0.74
H -1.20 -3.02 -1.36
*
```

Results
**Energy relative to the best compared isomer or geometry (same formula, charge and spin)**: 0.596 eV
**HOMO energy**: -11.462 eV
**E_tot**: -159.563066 Ha

Löwdin atomic charge list, values in e, 5 entries: -0.165 -0.155 0.044 0.048 0.068

---

Entry 3:
The following is a quantum chemistry calculation of a 2-piece molecular cluster, C4H12 overall at a distorted geometry, from the OMol25 dataset.

```
! wB97M-V def2-TZVPD RIJCOSX def2/J DEFGRID3
* xyz 0 1
C 1.12 2.26 -1.56
C 0.69 0.85 -1.59
H 2.01 2.46 -1.16
H 0.80 2.68 -2.55
H 0.49 2.84 -0.88
H -0.06 0.47 -2.41
H 1.57 0.12 -1.80
H 0.21 0.63 -0.64
C -1.20 -0.92 1.36
C -0.57 -2.20 1.82
H -1.03 -0.62 0.28
H -2.31 -0.76 1.49
H -0.91 -0.15 2.05
H 0.38 -1.87 2.40
H -0.09 -2.81 1.01
H -1.33 -2.92 2.10
*
```

Results
**Energy relative to the best compared isomer or geometry (same formula, charge and spin)**: 1.676 eV
**HOMO energy**: -10.962 eV
**E_tot**: -159.523392 Ha

Löwdin atomic charge list, values in e, 5 entries: -0.186 -0.202 0.015 0.090 0.070

---

Entry 4:
The following is a quantum chemistry calculation of a 2-piece molecular cluster, C4H12 overall at a distorted geometry, from the OMol25 dataset.

```
! wB97M-V def2-TZVPD RIJCOSX def2/J DEFGRID3
* xyz 0 1
C -1.63 0.43 0.57
C -2.27 0.36 2.00
H -0.61 0.12 0.77
H -1.98 -0.40 -0.04
H -1.87 1.30 0.08
H -2.01 -0.74 2.39
H -3.31 0.15 1.95
H -2.08 1.11 2.92
C 1.67 -0.91 -1.71
C 2.24 0.23 -0.91
H 0.66 -1.08 -1.52
H 1.97 -0.76 -2.80
H 2.05 -1.93 -1.39
H 2.03 0.08 0.16
H 1.87 1.29 -1.17
H 3.30 0.23 -1.03
*
```

Results
**Energy relative to the best compared isomer or geometry (same formula, charge and spin)**: 1.248 eV
**HOMO energy**: -11.391 eV
**E_tot**: -159.539119 Ha

Löwdin atomic charge list, values in e, 5 entries: -0.154 -0.181 0.045 0.061 0.028

---

Entry 5:
The following is a quantum chemistry calculation of a 2-piece molecular cluster, C4H12 overall at a distorted geometry, from the OMol25 dataset.

```
! wB97M-V def2-TZVPD RIJCOSX def2/J DEFGRID3
* xyz 0 1
C 0.37 0.86 -1.32
C 0.07 2.14 -0.44
H 1.38 0.64 -1.55
H 0.14 -0.05 -0.76
H -0.26 0.74 -2.20
H -0.98 2.23 -0.56
H 0.24 2.00 0.53
H 0.36 3.19 -0.77
C -0.10 -0.89 1.40
C -0.22 -1.98 0.31
H 0.97 -0.72 1.59
H -0.57 0.06 1.13
H -0.62 -1.34 2.30
H 0.76 -2.37 0.14
H -0.87 -2.71 0.81
H -0.67 -1.81 -0.63
*
```

Results
**Energy relative to the best compared isomer or geometry (same formula, charge and spin)**: 1.182 eV
**HOMO energy**: -11.337 eV
**E_tot**: -159.541520 Ha

Löwdin atomic charge list, values in e, 5 entries: -0.130 -0.127 0.048 -0.005 0.066

---

Entry 6:
The following is a quantum chemistry calculation of a 2-piece molecular cluster, C4H12 overall at a distorted geometry, from the OMol25 dataset.

```
! wB97M-V def2-TZVPD RIJCOSX def2/J DEFGRID3
* xyz 0 1
C -1.61 2.26 -0.52
C -1.86 0.75 -0.21
H -1.64 2.38 -1.62
H -2.42 2.94 -0.26
H -0.65 2.63 -0.19
H -2.91 0.78 0.09
H -1.22 0.45 0.60
H -1.68 0.17 -1.10
C 1.59 -0.81 0.59
C 1.95 -2.27 0.24
H 0.53 -0.74 0.36
H 1.88 -0.55 1.60
H 1.95 -0.07 -0.12
H 1.26 -2.95 0.74
H 1.88 -2.46 -0.83
H 2.94 -2.51 0.61
*
```

Results
**Energy relative to the best compared isomer or geometry (same formula, charge and spin)**: 0.488 eV
**HOMO energy**: -11.460 eV
**E_tot**: -159.567028 Ha

Löwdin atomic charge list, values in e, 5 entries: -0.164 -0.150 0.057 0.051 0.054

---

Entry 7:
The following is a quantum chemistry calculation of a 2-piece molecular cluster, C4H12 overall at a distorted geometry, from the OMol25 dataset.

```
! wB97M-V def2-TZVPD RIJCOSX def2/J DEFGRID3
* xyz 0 1
C 1.24 1.75 0.21
C 0.06 1.77 1.21
H 1.00 1.39 -0.80
H 1.62 2.74 0.09
H 1.98 1.03 0.55
H 0.56 1.75 2.18
H -0.73 1.03 1.17
H -0.42 2.75 1.23
C -1.39 -1.59 -0.60
C 0.06 -2.00 -0.89
H -1.44 -1.16 0.40
H -1.68 -0.83 -1.32
H -2.14 -2.38 -0.60
H 0.31 -3.01 -0.57
H 0.34 -1.98 -1.94
H 0.64 -1.27 -0.32
*
```

Results
**Energy relative to the best compared isomer or geometry (same formula, charge and spin)**: 0.345 eV
**HOMO energy**: -11.707 eV
**E_tot**: -159.572285 Ha

Löwdin atomic charge list, values in e, 5 entries: -0.168 -0.158 0.055 0.056 0.054

---

Entry 8:
The following is a quantum chemistry calculation of a 2-piece molecular cluster, C4H12 overall at a distorted geometry, from the OMol25 dataset.

```
! wB97M-V def2-TZVPD RIJCOSX def2/J DEFGRID3
* xyz 0 1
C 1.44 0.40 1.52
C 1.03 -0.94 2.12
H 2.47 0.08 1.11
H 0.84 0.45 0.52
H 1.24 1.34 1.94
H 1.85 -1.60 2.08
H 0.26 -1.40 1.40
H 0.47 -0.64 3.06
C -1.79 -0.01 -2.18
C -0.65 0.67 -1.25
H -2.58 0.81 -2.44
H -1.28 -0.48 -3.11
H -2.12 -0.98 -1.69
H 0.23 -0.06 -1.38
H -0.84 0.65 -0.10
H -0.57 1.70 -1.59
*
```

Results
**Energy relative to the best compared isomer or geometry (same formula, charge and spin)**: 2.026 eV
**HOMO energy**: -10.617 eV
**E_tot**: -159.510501 Ha

Löwdin atomic charge list, values in e, 5 entries: -0.193 -0.188 0.093 0.014 0.045

---

Entry 9:
The following is a quantum chemistry calculation of a 2-piece molecular cluster, C4H12 overall at a distorted geometry, from the OMol25 dataset.

```
! wB97M-V def2-TZVPD RIJCOSX def2/J DEFGRID3
* xyz 0 1
C 0.54 1.80 -0.54
C 0.82 1.20 -1.91
H -0.44 2.42 -0.46
H 0.39 1.09 0.18
H 1.39 2.39 -0.18
H 0.17 0.38 -2.19
H 1.87 0.93 -2.17
H 0.48 2.04 -2.57
C -0.46 -1.48 0.48
C -0.89 -1.51 1.98
H -0.77 -2.56 0.32
H -1.05 -1.08 -0.35
H 0.69 -1.36 0.33
H -1.07 -2.48 2.36
H -1.67 -0.80 2.03
H -0.04 -1.08 2.61
*
```

Results
**Energy relative to the best compared isomer or geometry (same formula, charge and spin)**: 1.352 eV
**HOMO energy**: -10.956 eV
**E_tot**: -159.535290 Ha

Löwdin atomic charge list, values in e, 5 entries: -0.180 -0.175 0.106 -0.019 0.064

---

Entry 10:
The following is a quantum chemistry calculation of a 2-piece molecular cluster, C4H12 overall at a distorted geometry, from the OMol25 dataset.

```
! wB97M-V def2-TZVPD RIJCOSX def2/J DEFGRID3
* xyz 0 1
C -2.16 -1.35 0.89
C -2.37 0.21 0.85
H -3.13 -1.87 1.13
H -1.80 -1.81 -0.03
H -1.38 -1.49 1.68
H -2.99 0.37 1.72
H -2.92 0.35 -0.10
H -1.53 0.78 0.92
C 2.51 0.85 -0.21
C 2.03 0.28 -1.54
H 1.80 0.45 0.55
H 3.65 0.68 -0.02
H 2.62 1.95 -0.10
H 2.78 -0.50 -1.80
H 0.98 -0.07 -1.59
H 1.92 1.17 -2.34
*
```

Results
**Energy relative to the best compared isomer or geometry (same formula, charge and spin)**: 1.208 eV
**HOMO energy**: -11.123 eV
**E_tot**: -159.540577 Ha

Löwdin atomic charge list, values in e, 5 entries: -0.175 -0.154 0.070 0.049 0.067

---

Entry 11:
The following is a quantum chemistry calculation of a 2-piece molecular cluster, C4H12 overall at a distorted geometry, from the OMol25 dataset.

```
! wB97M-V def2-TZVPD RIJCOSX def2/J DEFGRID3
* xyz 0 1
C -0.86 -1.74 0.30
C -1.54 -0.94 1.42
H -0.44 -2.63 0.60
H -1.70 -2.09 -0.27
H -0.20 -1.25 -0.39
H -1.15 0.04 1.40
H -1.55 -1.27 2.49
H -2.53 -0.99 1.32
C 1.78 1.76 -1.29
C 0.68 0.93 -0.45
H 2.20 2.66 -0.75
H 2.67 1.16 -1.41
H 1.14 1.97 -2.14
H 0.01 1.65 0.15
H 0.93 0.32 0.39
H 0.25 0.31 -1.28
*
```

Results
**Energy relative to the best compared isomer or geometry (same formula, charge and spin)**: 1.719 eV
**HOMO energy**: -11.447 eV
**E_tot**: -159.521809 Ha

Löwdin atomic charge list, values in e, 5 entries: -0.136 -0.128 0.034 0.062 0.016

---

Entry 12:
The following is a quantum chemistry calculation of a 2-piece molecular cluster, C4H12 overall, from the OMol25 dataset.

```
! wB97M-V def2-TZVPD RIJCOSX def2/J DEFGRID3
* xyz 0 1
C -0.58 -0.32 1.57
C -1.54 0.12 2.68
H -1.05 -0.13 0.60
H 0.39 0.18 1.53
H -0.33 -1.38 1.66
H -1.05 0.21 3.65
H -2.30 -0.64 2.83
H -1.98 1.07 2.43
C 1.43 -0.49 -2.41
C 0.66 0.70 -1.84
H 1.68 -1.19 -1.62
H 0.87 -1.05 -3.17
H 2.37 -0.18 -2.86
H 0.97 1.64 -2.31
H -0.42 0.68 -1.98
H 0.87 0.77 -0.77
*
```

Results
**Energy relative to the best compared isomer or geometry (same formula, charge and spin)**: 0.173 eV
**HOMO energy**: -11.753 eV
**E_tot**: -159.578630 Ha

Löwdin atomic charge list, values in e, 5 entries: -0.181 -0.168 0.054 0.055 0.064